# 1
The following is a DFT calculation (ωB97M-V with the def2-TZVPD basis set) of a molecular structure, C45H62BIrN9O3S in a non-equilibrium geometry.

The geometry in ORCA input format:
```
! RIJCOSX wB97M-V def2-TZVPD def2/J DEFGRID3
* xyz 2 2
Ir -0.5200 -0.4002 0.9324
C -1.0142 3.2940 -0.3683
C -0.7976 2.9573 1.0645
C -0.7985 3.8963 2.0880
C -0.4637 3.2085 3.2434
C -0.3101 3.7999 4.5929
N -0.2938 1.9161 2.9068
N -0.5098 1.7531 1.5838
B 0.1521 0.7988 3.8594
N -0.9505 -0.2478 4.0323
N -1.2599 -1.1287 3.0607
C -2.0859 -2.0421 3.5919
C -2.6131 -3.2570 2.9245
C -2.3131 -1.7227 4.9282
C -1.5697 -0.5841 5.1809
C -1.4600 0.1370 6.4702
N 1.3798 0.0659 3.2924
N 1.4731 -0.3680 2.0217
C 2.6890 -0.9184 1.8641
C 3.2483 -1.4513 0.5983
C 3.3730 -0.8452 3.0721
C 2.5121 -0.2189 3.9599
C 2.7588 0.0757 5.3888
H -1.4440 4.2906 -0.4271
H -0.0564 3.3206 -0.8922
H -1.6826 2.5995 -0.8680
H -1.0140 4.9406 2.0021
H -0.5355 4.8620 4.5363
H -0.9836 3.3401 5.3124
H 0.7089 3.6813 4.9546
H 0.4150 1.2646 4.8998
H -3.0077 -3.0357 1.9394
H -1.8286 -4.0068 2.8270
H -3.3998 -3.6840 3.5410
H -2.9331 -2.2602 5.6148
H -2.0607 -0.3720 7.2203
H -0.4301 0.1718 6.8189
H -1.8150 1.1604 6.3732
H 2.4798 -1.6627 -0.1329
H 3.9368 -0.7209 0.1745
H 3.8176 -2.3572 0.7948
H 4.3601 -1.1964 3.2792
H 3.7427 -0.2886 5.6707
H 2.7133 1.1453 5.5811
H 2.0159 -0.4106 6.0176
O -0.5878 0.5833 -1.5381
H -0.2857 -0.0200 -2.2295
H -0.0725 1.3905 -1.6176
O 0.6108 -1.7867 -1.4746
C 0.2199 -1.9497 -0.3603
C 5.3881 5.0807 -4.6314
C 5.1401 4.3036 -3.3467
C 3.6747 3.8874 -3.2067
N 3.4197 3.3726 -1.8742
C 2.9105 2.2291 -1.4408
S 2.5691 2.0755 0.2092
N 2.5436 1.1951 -2.2364
C 2.9494 0.7384 -3.5333
O 2.1077 0.1979 -4.2008
C 4.3745 0.8499 -3.8571
C 4.7820 0.8010 -5.1925
C 6.1274 0.7699 -5.5007
C 7.0753 0.7658 -4.4878
C 6.6770 0.7993 -3.1599
C 5.3335 0.8467 -2.8408
H 6.4405 5.3383 -4.7070
H 4.8095 6.0004 -4.6412
H 5.1170 4.4899 -5.5015
H 5.4085 4.9312 -2.4957
H 5.7754 3.4185 -3.3221
H 3.4019 3.1430 -3.9539
H 3.0375 4.7672 -3.3526
H 3.6446 4.0306 -1.1376
H 1.9338 0.5234 -1.7758
H 4.0337 0.7891 -5.9705
H 6.4449 0.7344 -6.5316
H 8.1270 0.7338 -4.7317
H 7.4124 0.7816 -2.3717
H 5.0294 0.8414 -1.8050
C -2.6439 -5.7812 -2.6159
C -1.8800 -4.8805 -1.7096
C -0.5633 -5.1809 -1.3304
C 0.1089 -4.4550 -0.3819
C 1.4701 -4.8277 0.0878
C -0.4907 -3.2260 0.1799
C -1.8630 -2.8439 -0.3262
C -2.4885 -3.7191 -1.2172
N -2.2681 -1.6391 0.1044
C -3.4813 -0.9900 -0.3185
C -3.5257 -0.8104 -1.8595
C -4.8083 -0.0967 -2.2682
C -6.0295 -0.8874 -1.7984
C -5.9949 -0.9757 -0.2720
C -6.0064 0.4258 0.3340
C -4.7659 1.1796 -0.1452
C -4.8312 1.3050 -1.6683
C -3.5116 0.4187 0.2874
C -4.7464 -1.7291 0.1772
H -2.0524 -6.6367 -2.9275
H -2.9657 -5.2438 -3.5074
H -3.5479 -6.1458 -2.1271
H -0.0849 -6.0525 -1.7500
H 1.5806 -5.9055 0.1921
H 1.7117 -4.3543 1.0367
H 2.2068 -4.5101 -0.6528
H -0.4352 -3.2015 1.2718
H -3.5067 -3.5528 -1.5277
H -3.4452 -1.7682 -2.3678
H -2.6569 -0.2132 -2.1371
H -4.8303 -0.0286 -3.3624
H -6.0235 -1.8881 -2.2360
H -6.9457 -0.3910 -2.1197
H -6.8738 -1.5315 0.0744
H -6.0043 0.3581 1.4231
H -6.9112 0.9578 0.0358
H -4.7443 2.1771 0.2998
H -3.9944 1.8943 -2.0513
H -5.7514 1.8177 -1.9511
H -3.4885 0.3485 1.3769
H -2.6165 0.9509 -0.0402
H -4.7776 -2.7563 -0.1822
H -4.7163 -1.7588 1.2674
*
```

Values from the calculation:
* HOMO level (spin up / spin down): -12.58 / -12.58 eV
* expectation value of S²: 0.758
* relative energy (zero: lowest compared OMol25 entry of this formula, charge and spin): 39.4 kcal/mol
* total energy: -81563.667 eV
* Kohn-Sham gap (spin up / spin down): 4.938 / 4.779 eV

# 2
The following is a DFT calculation (ωB97M-V with the def2-TZVPD basis set) of a molecular structure, C2H2FOV in a non-equilibrium geometry.

The geometry in ORCA input format:
```
! RIJCOSX wB97M-V def2-TZVPD def2/J DEFGRID3
* xyz 0 5
C 0.0927 -0.3055 0.0862
C -0.7808 0.5725 0.5076
O 0.3309 -0.9855 -0.9890
H -0.4035 1.3335 1.1978
H 1.6045 -0.9309 -0.9276
V -2.7212 0.4979 -0.1049
F 1.8775 -0.1820 0.2299
*
```

Values from the calculation:
* HOMO level (spin up / spin down): -7.48 / -8.94 eV
* expectation value of S²: 6.014
* relative energy (zero: lowest compared OMol25 entry of this formula, charge and spin): 95.6 kcal/mol
* total energy: -32551.880 eV
* Kohn-Sham gap (spin up / spin down): 7.074 / 8.551 eV

# 3
The following is a DFT calculation (ωB97M-V with the def2-TZVPD basis set) of C9H13BrClNO in the gas phase in a non-equilibrium geometry.

The geometry in ORCA input format:
```
! RIJCOSX wB97M-V def2-TZVPD def2/J DEFGRID3
* xyz 0 1
C 1.8000 2.1540 -0.4220
C 2.7275 1.6008 -1.2709
C 0.6008 1.5234 0.0403
C -0.4018 0.9018 -0.3519
C 2.5025 0.2745 -1.8833
C -2.7116 -0.0326 2.1552
C -0.2685 -1.9726 -0.1770
C -1.6176 -1.0493 1.7697
C -1.4908 -1.1944 0.2053
N 1.2842 -0.0624 -2.6745
O -1.4711 0.2214 -0.4652
Cl 0.4255 1.9780 2.0379
Br 1.0350 1.0626 -4.0910
H 2.0893 3.0905 0.1102
H 3.5267 2.1464 -1.6101
H 3.3548 -0.0227 -2.5980
H 2.4478 -0.4365 -1.0841
H -2.1559 0.9840 2.3369
H -3.1544 -0.2574 3.2218
H -3.5841 -0.0373 1.4976
H 0.0891 -1.6474 -1.2425
H 0.4942 -1.7422 0.5305
H -0.7315 -2.9941 -0.0677
H -1.7823 -2.0693 2.1108
H -0.5858 -0.8987 2.2253
H -2.4219 -1.5209 -0.3032
*
```

Values from the calculation:
* HOMO level (spin up / spin down): -7.71 / -9.08 eV
* relative energy (zero: lowest compared OMol25 entry of this formula, charge and spin): 53.8 kcal/mol
* total energy: -95639.259 eV
* Kohn-Sham gap (spin up / spin down): 6.737 / 8.394 eV

# 4
The following is a DFT calculation (ωB97M-V with the def2-TZVPD basis set) of C23H34N4O4S in the gas phase in a non-equilibrium geometry.

The geometry in ORCA input format:
```
! RIJCOSX wB97M-V def2-TZVPD def2/J DEFGRID3
* xyz 0 1
C 2.6628 3.1408 -1.6735
C 3.2430 2.6048 -2.9811
N 4.4302 1.8040 -2.8194
C 5.6863 2.3962 -2.4331
C 5.9648 2.3229 -0.9317
S 4.3867 0.1876 -3.1365
O 3.2586 -0.0823 -3.9764
O 5.6923 -0.2285 -3.5616
C 4.0749 -0.5692 -1.5351
C 5.1131 -1.2216 -0.8792
C 4.8984 -1.7784 0.3602
C 3.6372 -1.6769 0.9609
N 3.4036 -2.2209 2.1954
C 2.1921 -2.1396 2.7777
C 1.1279 -1.5073 2.2138
C -0.1454 -1.5340 3.0108
O -0.2078 -2.1429 4.0676
N -1.1546 -0.8326 2.4782
C -2.4816 -0.8262 3.0391
C -3.3983 -1.8740 2.3952
C -3.4739 -1.8494 0.8524
N -4.1978 -0.7810 0.1988
C -3.4962 0.4858 0.1402
C -4.0895 1.3638 -0.9577
C -5.5567 1.6226 -0.6453
C -6.2665 0.2836 -0.4961
C -5.5971 -0.6047 0.5630
C -6.3538 -1.9310 0.6218
C 1.2551 -0.8788 0.9096
O 0.3567 -0.2679 0.3328
C 2.5883 -1.0171 0.2973
C 2.8292 -0.4751 -0.9691
H 2.5112 2.3367 -0.9582
H 1.7034 3.6108 -1.8735
H 3.3216 3.8850 -1.2327
H 2.5201 1.9555 -3.4764
H 3.4654 3.4437 -3.6527
H 5.6940 3.4379 -2.7664
H 6.4671 1.8517 -2.9698
H 5.9995 1.2865 -0.6057
H 5.1957 2.8373 -0.3627
H 6.9247 2.7869 -0.7186
H 6.0692 -1.2871 -1.3743
H 5.6926 -2.2970 0.8772
H 4.1595 -2.7019 2.6631
H 2.0679 -2.6025 3.7474
H -1.0031 -0.4057 1.5687
H -2.3838 -1.0544 4.1047
H -2.8974 0.1775 2.9304
H -4.3955 -1.7558 2.8204
H -3.0274 -2.8605 2.6822
H -2.4583 -1.8396 0.4479
H -3.9302 -2.7912 0.5355
H -2.4451 0.2890 -0.0801
H -3.5564 1.0437 1.0924
H -4.0042 0.8456 -1.9135
H -3.5328 2.3004 -1.0194
H -6.0239 2.2102 -1.4381
H -5.6386 2.1890 0.2863
H -6.2369 -0.2446 -1.4506
H -7.3119 0.4404 -0.2227
H -5.6886 -0.0975 1.5460
H -6.2088 -2.4801 -0.3050
H -6.0321 -2.5520 1.4525
H -7.4165 -1.7324 0.7423
H 2.0174 0.0019 -1.4956
*
```

Values from the calculation:
* structure (SMILES): CCN(CC)S(=O)(=O)c1ccc2[nH]cc(C(=O)NCCCN3CCCC[C@H]3C)c(=O)c2c1
* HOMO level: -8.10 eV
* relative energy (zero: lowest compared OMol25 entry of this formula, charge and spin): 0.0 kcal/mol
* total energy: -49389.660 eV
* Kohn-Sham gap: 7.874 eV